Below is a cluster of 2 separate species, C9H18FNOS in total at a distorted geometry, with properties calculated with ωB97M-V/def2-TZVPD.

Results
frontier orbital gap = 9.44 eV
LUMO level = 0.7939 eV
E_HOMO = -8.65 eV
energy relative to the best compared isomer or geometry (same formula, charge and spin) = 10.8 kcal/mol

Bonds (Å) are listed after each position.
Element x y z (Å)
1 C -0.55353 2.39348 -1.75767  S13 1.882, H14 1.043, H15 1.062, H23 1.163
2 C 1.83246 -1.64531 -2.16237  C3 1.527, C5 1.516, H16 1.062, H17 1.175
3 C 1.24333 -0.49452 -2.97491  C2 1.527, N10 1.402, H18 1.093, H19 1.157
4 C -0.58765 -1.46697 -2.06228  C5 1.593, N10 1.501, H20 1.040, H21 1.063
5 C 0.62975 -2.39645 -1.62521  C2 1.516, C4 1.593, F12 1.390, H22 1.197
6 C -1.00512 2.22107 2.11684  C9 1.376, H24 1.093, H25 1.112
7 C -1.36217 0.40405 3.75335  C9 1.447, H26 1.091, H27 1.139, H28 1.107
8 C 0.60999 0.26368 2.19104  C9 1.530, H29 1.184, H30 1.117, H31 1.035
9 C -0.59405 1.05051 2.71181  C6 1.376, C7 1.447, C8 1.530
10 N 0.03851 -0.13419 -2.35464  C3 1.402, C4 1.501, S13 1.776
11 O 1.56784 1.31493 -0.81247  S13 1.441
12 F 0.66474 -2.48185 -0.23848  C5 1.390
13 S 0.19480 0.88881 -0.91124  C1 1.882, N10 1.776, O11 1.441
14 H -0.06657 3.11735 -1.18574  C1 1.043
15 H -0.31187 2.39450 -2.79220  C1 1.062
16 H 2.48568 -2.38150 -2.56042  C2 1.062
17 H 2.44029 -1.33975 -1.20464  C2 1.175
18 H 1.89918 0.37547 -2.88969  C3 1.093
19 H 1.14480 -0.88569 -4.05940  C3 1.157
20 H -1.10883 -1.75811 -2.91385  C4 1.040
21 H -1.29812 -1.35838 -1.27849  C4 1.063
22 H 0.50648 -3.52059 -2.01869  C5 1.197
23 H -1.71448 2.42514 -1.70655  C1 1.163
24 H -1.90756 2.70816 2.49597  C6 1.093
25 H -0.30335 2.86222 1.53913  C6 1.112
26 H -2.43408 0.21376 3.68474  C7 1.091
27 H -1.19182 1.00598 4.70561  C7 1.139
28 H -0.96350 -0.62553 3.83179  C7 1.107
29 H 1.17518 0.85257 1.33300  C8 1.184
30 H 1.39698 0.18979 2.98059  C8 1.117
31 H 0.40498 -0.72275 1.95400  C8 1.035